No. 1
This record from the OMol25 dataset describes the molecule C12H11F3N4 at a distorted geometry. The level of theory is ωB97M-V/def2-TZVPD.

Values from the calculation:
energy above the lowest of the compared OMol25 structures with the same formula, charge and spin: 0.0 kcal per mole
structure (SMILES): CCCN1NC(C(F)(F)F)=Nc2cc(C#N)ccc21
Kohn-Sham gap: 7.3008 eV
HOMO level: -7.6 eV

```
30
Properties=species:S:1:pos:R:3:forces:R:3:mulliken_charge:R:1
N -4.41435 3.69473 1.38047 0.99 -0.78 -0.31 -0.52
F -1.03892 -3.23941 -2.11336 1.12 0.08 1.83 -0.23
F 0.94074 -3.69578 -1.17055 -1.80 0.77 0.30 -0.29
F -0.94808 -4.04702 -0.03711 0.97 1.39 -1.38 -0.25
C -3.49576 3.00528 1.21533 -1.32 1.03 0.26 -0.01
N -1.30599 -0.99949 -0.25588 1.28 -3.57 -1.12 -0.54
C -0.25475 -1.78310 -0.38162 -0.34 4.56 1.85 -0.01
C -1.20590 2.56730 1.86540 0.07 -0.67 -0.87 -0.98
C -2.33202 1.00095 0.43379 1.39 -0.76 -0.04 -0.53
C -0.05918 1.77294 1.85707 0.24 -0.10 0.27 -0.36
C -2.33139 2.18716 1.11615 0.39 0.95 1.19 0.31
C -1.19225 0.22073 0.39619 0.59 0.19 0.81 0.87
C -0.03123 0.58442 1.12205 0.54 0.18 -1.05 0.28
N 0.99438 -1.29687 0.03336 -0.17 -1.25 -1.18 -0.23
N 1.14186 -0.20334 0.96138 -0.82 -0.30 0.40 0.06
C -0.33650 -3.18386 -0.93310 -0.32 -1.87 -0.76 0.80
C 4.12802 2.19110 0.53075 -0.48 -0.16 -0.08 -1.31
C 2.49161 0.38482 1.03777 -1.17 0.75 0.01 -1.19
C 2.81381 1.56317 0.09501 -0.23 -0.32 0.11 -0.02
H -1.19508 3.50864 2.37491 -0.10 0.25 0.32 0.46
H -3.14332 0.57587 -0.08127 -1.17 -0.04 -0.54 0.57
H 0.80503 2.09754 2.44882 -0.33 -0.19 -0.36 0.31
H 1.80546 -1.90631 -0.05149 -0.40 0.31 0.43 0.30
H 4.03043 2.71936 1.48386 0.12 -0.23 -0.02 0.33
H 4.42650 2.90699 -0.21641 0.38 0.28 -0.20 0.39
H 4.85403 1.38800 0.58868 0.50 0.15 0.21 0.33
H 3.21777 -0.41255 0.92590 0.09 -0.18 -0.02 0.45
H 2.56346 0.74856 2.06750 0.20 -0.12 -0.03 0.37
H 2.91677 1.19388 -0.92942 -0.16 0.06 0.03 0.31
H 2.03015 2.33162 0.11113 -0.04 -0.38 -0.01 0.31
```
Positions in Å, forces in eV/Å.



No. 2
This record from the OMol25 dataset describes the molecule CH6N4 at a distorted geometry. The level of theory is ωB97M-V/def2-TZVPD.

Values from the calculation:
energy above the lowest of the compared OMol25 structures with the same formula, charge and spin: 107.0 kcal per mole
structure (SMILES): CN1NNN1
Kohn-Sham gap: 9.8760 eV
HOMO level: -8.6 eV

```
11
Properties=species:S:1:pos:R:3:forces:R:3:mulliken_charge:R:1
C 1.48432 0.26796 -0.19255 -2.24 -1.15 0.12 -0.72
N -1.86390 -0.25465 -0.08147 2.34 -0.82 1.34 -0.26
N -0.87796 0.64411 -0.65431 -1.20 1.07 2.77 -0.28
N -0.64336 -1.05889 0.58644 0.05 2.00 -2.31 -0.37
N 0.09555 0.34600 0.37788 -0.24 -1.68 0.18 -0.12
H 1.68953 -0.72316 -0.64841 -0.25 0.70 -0.17 0.29
H 1.50593 1.11583 -0.85241 0.41 0.17 -0.58 0.32
H 2.15121 0.41446 0.60305 1.03 0.26 1.05 0.29
H -2.07098 0.25203 0.77126 -0.89 0.52 -0.05 0.29
H -0.61777 0.22622 -1.47962 0.96 -1.56 -2.48 0.28
H -0.85258 -1.22990 1.57014 0.04 0.49 0.13 0.27
```
Positions in Å, forces in eV/Å.



Which value of HOMO level does entry 2 give? -8.6 eV